Entry from the Open Molecules 2025 dataset: C9H13N3O2S in the gas phase in a non-equilibrium geometry (wB97M-V/def2-TZVPD).

XYZ file:
```
28
Properties=species:S:1:pos:R:3:forces:R:3
C 0.80590 1.20214 -0.69792 1.67 -2.38 1.32
C 1.77972 0.14549 -0.31598 -2.00 -0.09 0.15
C -0.35610 0.52854 -0.97279 2.60 0.07 -0.86
C -0.94521 -1.85896 -1.26017 0.48 1.64 0.74
C -2.55129 0.34991 0.92884 0.36 -1.21 2.36
C 1.01662 2.62351 -0.50271 -2.78 1.55 -0.29
C 3.09026 0.26399 0.36906 0.51 2.56 -0.71
C -0.50212 -3.23002 -1.00736 -1.27 0.36 0.89
C -3.55578 -0.48248 1.87632 0.29 0.86 -2.28
N 1.20647 -1.02257 -0.36425 0.23 -0.97 -0.83
N -0.03151 -0.84256 -0.90909 -1.54 0.78 0.08
N -1.51644 0.98794 -1.55491 -1.73 1.79 0.32
O -3.16433 1.51824 0.37115 -0.85 0.90 -0.45
O -2.01588 -1.52560 -1.72874 -0.16 -0.72 -0.21
S -2.92631 0.37286 -0.78188 -0.82 0.82 -0.71
H 1.86350 3.11137 -0.89637 1.33 -0.01 -0.67
H 0.16071 3.01372 -1.10886 0.59 0.70 0.64
H 0.89290 3.01291 0.52448 -0.07 -0.50 -0.26
H 3.85528 0.82990 -0.25656 -0.91 -0.73 0.74
H 2.87572 0.88680 1.24161 0.32 0.20 0.07
H 3.51934 -0.62629 0.75412 0.09 -1.07 -0.13
H -0.51453 -3.37403 0.08159 0.74 0.08 -0.22
H 0.44897 -3.21284 -1.47027 1.19 -1.19 -0.12
H -1.27974 -3.88384 -1.36354 0.20 -0.41 -0.69
H -3.85855 0.17807 2.71726 0.23 -0.56 -0.59
H -2.91922 -1.29884 2.17391 -0.10 -0.36 0.62
H -4.43793 -0.90119 1.31318 0.52 0.51 0.78
H -1.67327 2.06646 -1.60161 0.89 -2.57 0.30
```
Positions in Å, forces in eV/Å.

Calculated values
relative energy (zero: lowest compared OMol25 entry of this formula, charge and spin)	3.931	eV
strongest force on any atom	3.2	eV Å⁻¹



Entry from the Open Molecules 2025 dataset: 2 unconnected molecules or ions with the total composition C9H13N3S in a non-equilibrium geometry (wB97M-V/def2-TZVPD).

XYZ file:
```
26
Properties=species:S:1:pos:R:3:forces:R:3
C 2.30012 2.20318 -0.35610 -0.64 1.23 -0.76
C 1.89354 0.74297 -0.18186 0.10 -0.06 0.22
C 2.90447 -0.20747 -0.53715 -1.92 2.24 0.35
C 2.51627 -1.49087 -0.56985 -0.15 -4.15 2.72
C 1.15213 -1.95450 -0.16749 2.97 3.54 -1.73
C 0.17585 -1.02526 0.03758 -0.66 -0.29 -0.19
C -3.22479 -0.24334 -0.21395 1.89 -1.15 0.97
C 0.57752 0.35429 0.22736 0.06 -0.65 0.40
C -0.27876 1.38579 0.90695 -2.78 3.86 -1.03
H 2.21587 2.88889 0.50709 0.27 -0.73 0.12
H 1.42479 2.63125 -0.98066 1.79 -0.34 0.23
H 3.37783 2.37040 -0.81645 -2.51 -0.53 0.69
H 3.91405 0.21020 -0.65337 -0.44 -0.74 -0.24
H 3.37827 -2.21676 -0.43625 -1.35 0.38 -0.94
H 0.77277 -2.90640 -0.14059 0.17 -2.65 -0.27
H -1.30917 -2.63773 -0.47660 1.26 2.69 1.84
H -1.95328 -0.91700 -1.76399 -0.46 0.50 1.62
H -4.25699 -0.56140 1.49311 1.55 1.22 -0.72
H -3.12367 -2.02839 1.41524 0.22 4.76 -0.91
H 0.24652 2.10893 1.56182 0.68 -0.59 -0.63
H -0.64316 2.14654 -0.00999 0.53 -1.75 2.32
H -1.22965 1.30963 1.62376 1.81 -1.30 -2.17
N -1.24337 -1.64468 0.03504 1.37 -1.32 -0.92
N -2.12009 -0.90610 -0.72397 -1.12 1.40 -2.56
N -3.25038 -0.44920 1.16214 -2.71 -5.39 2.07
S -4.21669 0.83705 -0.94184 0.07 -0.20 -0.47
```
Positions in Å, forces in eV/Å.

Calculated values
relative energy (zero: lowest compared OMol25 entry of this formula, charge and spin)	6.442	eV
strongest force on any atom	6.4	eV Å⁻¹



Entry from the Open Molecules 2025 dataset: 2 unconnected molecules or ions with the total composition C9H13N4O2 in a non-equilibrium geometry (wB97M-V/def2-TZVPD).

XYZ file:
```
28
Properties=species:S:1:pos:R:3:forces:R:3
C -0.69760 -1.73732 -0.81105 0.10 2.02 2.09
C -1.05415 -0.16084 1.00284 -2.13 -1.03 0.44
C 0.54888 -1.20725 -0.96413 -1.47 0.90 2.56
C 0.23514 0.32126 0.79832 -1.89 1.44 2.69
C -1.58302 -1.27040 0.23712 0.67 0.98 0.39
C 1.07030 -0.19144 -0.08157 1.74 -3.64 -3.60
C 3.50158 -0.82643 0.21244 -0.63 -0.75 -1.10
C 2.80486 1.42918 0.18804 -0.97 -0.10 -2.39
C -2.89002 -1.81059 0.38523 1.73 0.55 0.12
N -3.23136 1.35688 0.17728 -0.28 -0.23 0.04
N -3.59916 0.44003 -0.64915 0.18 0.36 -0.42
N 2.44578 0.07499 -0.31326 1.85 1.77 0.05
N -2.38604 2.39777 -0.30283 -1.46 -0.24 0.38
O -2.14448 2.46165 -1.47719 0.95 -0.63 -2.66
O -2.18832 3.36041 0.43050 0.27 -0.05 1.44
H -1.02031 -2.40328 -1.53003 -0.86 -1.59 -1.25
H -1.72999 0.27536 1.81557 1.27 -0.58 -1.32
H 1.09165 -1.61318 -1.72574 1.90 -0.63 -1.93
H 0.49325 1.12491 1.45650 0.44 0.42 0.21
H 4.47048 -0.28451 0.26787 -0.78 -0.29 0.20
H 3.21310 -1.30864 1.15037 0.18 0.32 0.39
H 3.66633 -1.66357 -0.48736 -0.09 0.22 0.12
H 1.97101 2.07753 -0.23949 1.11 -0.34 1.22
H 2.78615 1.23564 1.25590 0.43 1.49 0.57
H 3.77451 1.80462 -0.29841 -1.18 -0.72 1.17
H -2.94615 -2.74376 -0.15324 -0.96 -0.16 -0.04
H -3.52782 -1.53834 1.22572 0.10 -0.17 -0.48
H -3.07461 0.39929 -1.57024 -0.25 0.69 1.12
```
Positions in Å, forces in eV/Å.

Calculated values
net charge	-1
strongest force on any atom	5.4	eV Å⁻¹
energy	-19592.867	eV



Entry from the Open Molecules 2025 dataset: a gas-phase ion, C9H13N5S (charge +2) in a non-equilibrium geometry (wB97M-V/def2-TZVPD).

XYZ file:
```
28
Properties=species:S:1:pos:R:3:forces:R:3
C 2.38444 -0.04322 1.42022 0.00 -0.25 0.50
C -1.31294 -1.09159 0.40919 0.23 0.54 -1.15
C 0.61951 0.30723 -0.17015 -0.23 0.37 -0.62
C -0.75101 -1.59880 1.54055 0.54 -0.89 3.51
C 2.82384 2.93813 -0.95821 -0.14 -0.18 0.08
C -0.38642 -2.36868 3.82994 0.85 -1.76 4.67
C 2.45327 1.67317 -0.85120 0.66 0.15 0.25
C 0.29634 1.81456 -2.04332 -0.39 0.24 -0.42
C -3.14941 -1.40931 -1.27992 -0.32 0.18 -0.42
N 1.28773 -0.19420 0.86548 0.18 -0.17 0.20
N -0.62075 -1.96163 2.67312 -1.03 2.02 -6.40
N -0.64144 -0.16985 -0.37120 0.64 0.19 -0.80
N 1.10956 1.23262 -0.98746 -0.33 -0.22 0.23
N -2.50933 -1.54042 0.01076 -1.02 -0.36 0.44
S 3.63565 -0.06098 2.29754 -0.17 0.13 -0.32
H 3.86053 3.20947 -0.87609 0.23 -0.06 0.00
H 2.13138 3.74799 -1.11639 -0.17 0.10 -0.06
H 0.43560 -1.97103 4.40486 -0.16 0.51 0.19
H -1.02742 -3.11091 4.27905 0.18 -0.55 -0.14
H 3.16430 0.87741 -0.67334 0.06 0.03 -0.11
H 0.02477 1.06122 -2.78623 -0.01 -0.06 0.00
H -0.59823 2.29170 -1.63889 0.01 0.00 0.02
H 0.88568 2.57009 -2.55812 -0.10 -0.13 0.08
H -2.79945 -0.54582 -1.84336 -0.06 0.00 0.07
H -4.22239 -1.29581 -1.12532 0.07 0.07 -0.03
H -2.98943 -2.30902 -1.88082 0.11 0.04 0.06
H -1.13369 0.14389 -1.20045 0.23 -0.01 0.16
H -2.97069 -2.19622 0.62976 0.14 0.06 0.01
```
Positions in Å, forces in eV/Å.

Calculated values
spin multiplicity	3
net charge	+2
relative energy (zero: lowest compared OMol25 entry of this formula, charge and spin)	0.000	eV
strongest force on any atom	6.8	eV Å⁻¹



Entry from the Open Molecules 2025 dataset: a molecular structure, C9H13NNiO2 in a non-equilibrium geometry (wB97M-V/def2-TZVPD).

XYZ file:
```
26
Properties=species:S:1:pos:R:3:forces:R:3
C 3.08427 -1.84163 -1.50005 -0.57 -0.02 -0.56
C 2.86908 -0.93627 -2.62314 -0.41 -1.47 0.26
C 1.45262 -0.66313 -2.67392 0.16 -0.42 -0.11
C 0.81750 -1.27291 -1.52634 1.07 -0.49 -0.91
C 1.83297 -2.02800 -0.84753 -0.04 -0.16 -0.41
Ni 2.26895 0.02971 -0.88495 0.79 1.72 1.06
N 0.05131 1.27201 2.28733 0.19 -5.41 0.53
C -0.35678 2.51922 2.57716 0.38 1.90 -1.46
C 0.50269 2.11293 1.28100 -1.01 1.48 0.52
H 0.94668 -0.14126 -3.47578 0.03 0.18 0.20
H 3.64445 -0.66413 -3.33854 -0.39 0.11 0.22
H -0.21298 -1.19008 -1.24056 -0.07 0.03 -0.06
H 1.68005 -2.65124 0.01572 -0.06 0.01 0.21
H 3.99247 -2.33956 -1.17630 0.02 0.36 -0.19
H 1.53233 2.48276 1.34874 -0.03 -0.17 -0.49
H 0.26845 2.99882 3.32107 -0.10 0.91 0.62
H -0.88041 0.19548 1.86858 1.05 1.70 0.48
H 0.04595 1.97086 0.27999 0.31 0.61 0.44
H -1.40050 2.87340 2.54443 0.00 -0.05 -0.25
C -3.79881 -0.53794 0.52502 -0.53 0.20 -0.28
C -2.34211 -0.14783 0.47471 2.18 -0.61 0.33
O -1.81514 -0.32498 1.69980 -1.45 -0.32 -2.02
O -1.72686 0.16595 -0.55797 -1.61 -0.18 1.88
H -4.21567 -0.05641 1.41951 -0.10 -0.45 -0.18
H -3.90417 -1.63768 0.55782 0.13 0.50 0.26
H -4.33634 -0.18806 -0.35578 0.06 0.05 -0.08
```
Positions in Å, forces in eV/Å.

Calculated values
spin multiplicity	3
net charge	-2
relative energy (zero: lowest compared OMol25 entry of this formula, charge and spin)	1.226	eV
strongest force on any atom	5.4	eV Å⁻¹



Entry from the Open Molecules 2025 dataset: 2 unconnected molecules or ions with the total composition C9H13NO in a non-equilibrium geometry (wB97M-V/def2-TZVPD).

XYZ file:
```
24
Properties=species:S:1:pos:R:3:forces:R:3
C -3.04524 -1.04989 1.41399 0.69 0.11 -0.07
C -1.53218 -0.95510 1.24948 -1.64 1.51 -1.32
C -0.98988 0.30925 1.48355 1.77 -0.88 0.65
C 0.39514 0.37604 1.44626 1.33 1.37 -0.26
C 1.22192 -0.67268 1.11379 -0.99 -1.44 -1.50
C 0.61263 -1.83942 0.62229 -0.01 0.37 -0.08
C -0.77719 -1.91802 0.57805 0.14 -0.52 1.61
H -3.33958 -2.08608 1.57569 -0.33 0.15 -0.09
H -3.55303 -0.58595 0.56282 -0.02 -0.44 -0.12
H -3.32360 -0.42142 2.25824 -0.12 -0.30 0.23
H -1.51371 1.21693 1.74502 -0.49 -0.28 0.12
H 0.97065 1.29902 1.53411 -0.72 0.25 0.38
H 2.26543 -0.55609 0.86063 0.20 0.15 0.84
H 1.23454 -2.64205 0.24811 -0.09 -0.05 -0.16
H -1.30541 -2.80233 0.23782 0.23 -0.09 -0.07
C 2.49024 0.92487 -1.79596 -0.75 2.13 -1.46
C 1.33091 1.92161 -1.94462 -1.06 -0.09 1.36
N 0.04413 1.46382 -1.69962 0.18 -0.85 -0.53
O 1.48961 3.10904 -2.11269 0.52 0.15 -0.44
H 3.29384 1.62691 -2.03026 0.50 -0.64 0.28
H 2.36419 0.25299 -2.64180 0.31 -0.67 0.38
H 2.55145 0.51281 -0.80511 -0.02 -0.37 -0.01
H -0.69878 2.02346 -2.06713 -0.08 0.70 0.02
H -0.18608 0.49227 -1.83267 0.43 -0.28 0.25
```
Positions in Å, forces in eV/Å.

Calculated values
SMILES	Cc1ccccc1.CC(N)=O
relative energy (zero: lowest compared OMol25 entry of this formula, charge and spin)	0.840	eV
strongest force on any atom	2.7	eV Å⁻¹



Entry from the Open Molecules 2025 dataset: 2 unconnected molecules or ions with the total composition C9H13NO2 in a non-equilibrium geometry (wB97M-V/def2-TZVPD).

XYZ file:
```
25
Properties=species:S:1:pos:R:3:forces:R:3
C -2.28242 -3.43518 -0.29648 1.21 -2.24 -1.26
C -1.18986 -2.50901 0.15621 -0.75 0.85 0.69
C -0.32079 -1.84776 -0.71845 -0.01 -0.36 -0.43
C 0.72925 -1.02507 -0.34356 -1.70 -0.03 1.97
C 0.71468 -0.74056 1.04310 2.40 0.95 0.04
O 1.80943 -0.01407 1.57484 -1.24 0.71 -0.50
C -0.19945 -1.19526 1.94883 -1.59 -2.82 -0.61
C -1.12819 -2.17586 1.50799 1.45 0.63 -0.42
H -2.80034 -3.17982 -1.20732 0.17 0.75 -0.54
H -3.10029 -3.48864 0.41507 0.33 -0.57 0.41
H -1.80131 -4.47030 -0.62490 -1.21 1.71 1.23
H -0.48656 -2.02391 -1.75254 0.03 -0.23 -0.92
H 1.38265 -0.50736 -1.03334 0.14 -0.28 0.13
H 1.38017 0.82534 1.82832 0.78 -0.21 0.11
H -0.18378 -1.18825 3.02338 0.77 1.00 0.21
H -1.59256 -2.76500 2.28429 -0.70 0.10 -0.15
C 1.33491 2.35101 -2.00793 -1.68 1.32 -1.43
C 0.35850 3.15167 -1.14640 0.66 -1.81 2.52
N -0.17086 2.29299 -0.16222 0.11 1.84 -0.87
O 0.22198 4.34175 -1.07623 -0.19 0.50 -0.74
H 1.60477 3.00830 -2.84321 0.33 -0.36 0.20
H 0.78407 1.49672 -2.41198 0.31 -0.08 0.01
H 2.16726 2.04114 -1.42172 0.67 -0.18 0.39
H -0.79155 2.68462 0.53811 0.11 -0.38 -0.34
H -0.05984 1.32305 -0.32756 -0.38 -0.81 0.30
```
Positions in Å, forces in eV/Å.

Calculated values
SMILES	Cc1ccc(O)cc1.CC(N)=O
relative energy (zero: lowest compared OMol25 entry of this formula, charge and spin)	1.200	eV
strongest force on any atom	3.3	eV Å⁻¹



Entry from the Open Molecules 2025 dataset: 2 unconnected molecules or ions with the total composition C9H13NO2 in a non-equilibrium geometry (wB97M-V/def2-TZVPD).

XYZ file:
```
25
Properties=species:S:1:pos:R:3:forces:R:3
C -2.17762 -0.47184 -2.40595 -0.07 0.67 1.04
C -0.93727 0.24947 -1.86291 -1.40 -1.37 -0.89
C -1.08246 1.40122 -1.11257 0.17 -0.45 0.85
C -0.01534 1.89744 -0.36888 0.19 -1.05 -1.22
C 1.23580 1.30601 -0.64960 0.01 0.82 1.11
O 2.37770 1.80827 -0.08608 0.70 -1.02 -0.82
C 1.42774 0.22528 -1.49654 -1.43 0.34 -0.91
C 0.28425 -0.36286 -2.08511 1.87 1.68 0.34
H -2.16143 -0.52656 -3.48967 -0.15 -0.43 -0.04
H -3.10326 0.00037 -2.06350 0.12 0.51 -0.40
H -2.28517 -1.42559 -1.87989 0.41 -0.34 -0.67
H -2.08634 1.79719 -1.03457 0.06 0.20 0.23
H -0.18371 2.67400 0.36232 0.36 0.22 -0.07
H 2.20264 2.47218 0.55114 -0.48 1.01 0.85
H 2.42104 0.04543 -1.88066 0.15 -0.44 0.43
H 0.48360 -1.08803 -2.86294 -0.54 -0.41 0.21
C 1.13312 -1.70930 2.05859 0.91 -0.75 0.04
C -0.28261 -1.38053 2.45326 0.07 2.18 -0.51
N -1.23682 -1.37849 1.44877 0.95 -1.06 0.17
O -0.52476 -0.83671 3.51341 -0.05 -0.65 0.23
H 1.61923 -1.02380 1.35942 -0.66 0.35 -0.03
H 1.27775 -2.68390 1.59416 -0.33 -0.22 -0.01
H 1.76047 -1.69220 2.94529 -0.17 -0.04 0.20
H -2.16744 -1.28298 1.80761 -0.38 0.00 -0.08
H -1.08034 -2.07640 0.73192 -0.33 0.24 -0.06
```
Positions in Å, forces in eV/Å.

Calculated values
SMILES	Cc1ccc(O)cc1.CC(N)=O
relative energy (zero: lowest compared OMol25 entry of this formula, charge and spin)	0.743	eV
strongest force on any atom	2.5	eV Å⁻¹



Entry from the Open Molecules 2025 dataset: C9H13NO2S in the gas phase in a non-equilibrium geometry (wB97M-V/def2-TZVPD).

XYZ file:
```
26
Properties=species:S:1:pos:R:3:forces:R:3
C 3.46138 -0.55546 -0.24470 0.52 -0.82 -3.95
O 2.47535 -0.18115 0.56729 -3.14 1.44 4.54
C 1.58363 0.71169 0.06729 0.61 -0.46 -2.25
O 1.76462 1.13402 -1.04512 0.05 0.29 0.03
C 0.25159 1.01518 0.75755 2.80 -1.90 2.68
N -0.30218 2.07790 0.11535 1.14 3.40 -0.25
C -1.46238 1.98120 -0.26487 -2.77 -1.17 -0.15
C -2.32554 3.03804 -0.81572 -1.38 0.67 -0.93
S -2.25677 0.39963 0.00796 0.67 0.24 0.40
C -0.64428 -0.20432 0.63903 -1.70 -1.56 1.27
C -0.66087 -1.40594 1.66957 4.50 2.39 -2.97
C -0.22074 -1.52393 0.12872 2.05 -1.03 1.26
C -1.10030 -2.15713 -0.88964 -0.94 -1.50 -1.20
H 2.93893 -1.16129 -1.02959 1.11 0.30 -0.03
H 4.25328 -1.10778 0.17287 0.43 -0.91 1.35
H 3.92631 0.30102 -0.68644 0.24 0.51 -0.70
H 0.54986 1.29738 1.82381 -0.83 -0.43 -0.95
H -2.67242 2.78897 -1.84519 0.37 -0.20 0.56
H -1.66750 3.93361 -0.97280 -1.22 -0.31 0.77
H -3.36078 3.06975 -0.23598 2.48 0.59 -0.80
H -1.43108 -2.01354 1.93780 -2.49 -0.93 0.80
H 0.24087 -1.35530 2.34467 -1.22 -0.22 -0.67
H 0.90696 -1.76555 0.00228 -2.12 0.73 0.13
H -2.16188 -1.91572 -0.73441 0.25 -0.41 0.38
H -1.03061 -3.30128 -0.99193 0.18 1.75 0.23
H -0.96044 -1.68167 -1.88581 0.40 -0.47 0.46
```
Positions in Å, forces in eV/Å.

Calculated values
SMILES	COC(=O)[C@H]1N=C(C)S[C@]12C[C@H]2C
relative energy (zero: lowest compared OMol25 entry of this formula, charge and spin)	3.133	eV
strongest force on any atom	5.9	eV Å⁻¹



Q: Which value of strongest force on any atom does entry 2 give?
A: 6.4 eV Å⁻¹